ORCA calculation (ωB97M-V with the def2-TZVPD basis set) on 2 unconnected molecules or ions with the total composition C5H10O.

Geometry as XYZ:
```
16
Properties=species:S:1:pos:R:3:mulliken_charge:R:1
C 1.84 0.27 -0.21 -1.095
C 0.45 0.75 -0.68 -0.363
C -0.58 -0.30 -1.01 -0.139
C -1.89 -0.09 -0.93 -0.774
O -1.64 -1.01 1.99 -0.399
C -0.49 -0.65 1.96 -0.088
H 2.62 0.85 -0.71 0.316
H 2.00 0.39 0.87 0.270
H 2.02 -0.79 -0.44 0.321
H 0.03 1.47 0.04 0.294
H 0.59 1.31 -1.61 0.401
H -0.20 -1.24 -1.42 0.266
H -2.61 -0.84 -1.25 0.258
H -2.29 0.83 -0.51 0.244
H -0.17 0.35 2.30 0.249
H 0.33 -1.31 1.60 0.241
```

total charge: 0
energy relative to the best compared isomer or geometry (same formula, charge and spin): 190.1 kJ/mol
2S+1: 1
HOMO energy: -0.3489 hartree
LUMO: 0.816 eV

---

ORCA calculation (ωB97M-V with the def2-TZVPD basis set) on C5H10O in the gas phase.

Geometry as XYZ:
```
16
Properties=species:S:1:pos:R:3:mulliken_charge:R:1
C 1.74 0.51 0.58 -1.008
C 0.90 0.19 -0.65 -0.918
C -0.56 -0.09 -0.34 1.349
C -0.96 -1.53 -0.04 -1.355
C -1.38 1.02 0.19 -0.692
O -1.49 0.62 -1.17 -0.530
H 1.68 -0.29 1.33 0.298
H 1.39 1.43 1.06 0.293
H 2.80 0.65 0.32 0.337
H 1.32 -0.67 -1.18 0.352
H 0.91 1.05 -1.35 0.309
H -1.58 -1.89 -0.87 0.338
H -0.07 -2.17 0.04 0.360
H -1.54 -1.62 0.89 0.323
H -0.92 2.00 0.36 0.273
H -2.24 0.79 0.81 0.270
```

total charge: 0
energy relative to the best compared isomer or geometry (same formula, charge and spin): 117.2 kJ/mol
2S+1: 1
HOMO energy: -0.3700 hartree
LUMO: 1.004 eV

---

ORCA calculation (ωB97M-V with the def2-TZVPD basis set) on a gas-phase ion, C5H10O2 (charge -1) in a non-equilibrium geometry.

Geometry as XYZ:
```
17
Properties=species:S:1:pos:R:3:lowdin_spin:R:1
C -1.60 1.09 -1.53 0.000
O -1.45 1.66 -2.72 0.001
C -0.31 0.36 -1.01 0.001
C -0.46 0.07 0.50 0.002
C 0.40 -1.12 1.00 0.002
C 1.87 -0.67 1.14 0.114
O 2.48 -0.87 2.33 0.778
H -1.90 1.78 -0.69 0.000
H -2.44 0.34 -1.50 0.000
H -0.18 -0.57 -1.56 0.000
H 0.44 1.13 -1.22 0.000
H -1.50 -0.24 0.63 0.000
H -0.26 0.96 1.09 0.001
H 0.34 -1.90 0.26 0.002
H 0.09 -1.42 1.99 -0.001
H 1.98 0.42 0.99 0.065
H 2.50 -1.03 0.30 0.035
```

total charge: -1
energy relative to the best compared isomer or geometry (same formula, charge and spin): 119.8 kJ/mol
2S+1: 2
HOMO energy (alpha / beta): -0.0824 / -0.0822 hartree
LUMO (alpha / beta): 3.464 / 1.450 eV

---

ORCA calculation (ωB97M-V with the def2-TZVPD basis set) on 2 unconnected molecules or ions with the total composition C5H10O2.

Geometry as XYZ:
```
17
Properties=species:S:1:pos:R:3:mulliken_charge:R:1
C 1.32 1.23 -0.50 -1.275
C -0.08 0.68 -0.50 0.857
C -1.03 1.11 0.33 -1.053
C -0.32 -1.20 1.97 -0.090
O -0.75 -2.13 1.33 -0.495
C -0.32 -0.45 -1.48 -0.672
O 0.52 -1.56 -1.21 -0.536
H 1.46 1.92 -1.34 0.335
H 1.56 1.77 0.43 0.353
H 2.04 0.41 -0.63 0.315
H -2.03 0.68 0.32 0.335
H -0.85 1.90 1.06 0.340
H -0.93 -0.73 2.77 0.307
H 0.68 -0.78 1.81 0.240
H 0.16 -2.00 -0.41 0.375
H -0.07 -0.12 -2.49 0.343
H -1.38 -0.73 -1.47 0.319
```

total charge: 0
energy relative to the best compared isomer or geometry (same formula, charge and spin): 238.6 kJ/mol
2S+1: 1
HOMO energy: -0.3585 hartree
LUMO: 0.622 eV

---

ORCA calculation (ωB97M-V with the def2-TZVPD basis set) on 2 unconnected molecules or ions with the total composition C5H10O2 in a non-equilibrium geometry.

Geometry as XYZ:
```
17
Properties=species:S:1:pos:R:3:mulliken_charge:R:1
C 2.26 1.89 0.28 -1.399
C 1.09 1.28 -0.41 -0.089
C 0.29 0.35 0.13 0.339
O 0.30 0.10 1.48 -0.494
C -0.58 -0.51 -0.70 -0.559
C -0.40 -1.83 -0.84 -0.419
H 2.77 1.31 1.05 0.358
H 1.89 2.83 0.72 0.347
H 3.01 2.15 -0.46 0.355
H 0.89 1.57 -1.44 0.345
H 0.74 0.83 1.88 0.348
H -1.24 0.04 -1.36 0.397
H 0.58 -2.31 -0.71 0.275
H -1.22 -2.54 -0.87 0.219
H -2.85 -1.53 -0.05 0.299
H -4.22 -1.65 0.69 0.297
O -3.32 -2.01 0.61 -0.619
```

total charge: 0
energy relative to the best compared isomer or geometry (same formula, charge and spin): 333.5 kJ/mol
2S+1: 1
HOMO energy: -0.3019 hartree
LUMO: 0.749 eV

---

ORCA calculation (ωB97M-V with the def2-TZVPD basis set) on 2 unconnected molecules or ions with the total composition C5H10O2 in a non-equilibrium geometry.

Geometry as XYZ:
```
17
Properties=species:S:1:pos:R:3:mulliken_charge:R:1
C 2.61 0.33 -0.84 -0.674
C 1.45 0.81 -0.35 -0.090
C 0.47 -0.02 0.37 -0.729
C -0.80 0.31 0.64 0.472
O -0.99 1.73 0.59 -0.524
C -1.91 -0.39 1.36 -1.105
H 3.10 0.73 -1.71 0.260
H 3.14 -0.46 -0.32 0.245
H 1.16 1.85 -0.45 0.365
H 0.86 -1.03 0.52 0.505
H -0.96 2.02 1.51 0.321
H -1.86 -1.46 1.13 0.329
H -1.85 -0.16 2.42 0.306
H -2.89 -0.04 1.02 0.320
H -1.06 -1.04 -2.42 0.319
H 0.13 -1.42 -1.47 0.342
O -0.60 -1.76 -2.00 -0.662
```

total charge: 0
energy relative to the best compared isomer or geometry (same formula, charge and spin): 296.2 kJ/mol
2S+1: 1
HOMO energy: -0.3115 hartree
LUMO: 0.446 eV

---

ORCA calculation (ωB97M-V with the def2-TZVPD basis set) on 2 unconnected molecules or ions with the total composition C5H10O2.

Geometry as XYZ:
```
17
Properties=species:S:1:pos:R:3:mulliken_charge:R:1
C -1.53 -0.86 -0.98 -1.027
C -0.18 0.41 0.89 -0.734
C 0.77 -0.70 1.09 0.113
O 0.68 -2.03 0.62 -0.567
C 1.56 0.40 0.46 -0.583
C 0.53 1.37 0.01 0.131
O 0.24 1.64 -1.35 -0.522
H -2.35 -0.13 -1.01 0.269
H -1.68 -1.60 -0.19 0.316
H -1.38 -1.33 -1.94 0.372
H -1.07 0.62 1.49 0.397
H 0.94 -0.81 2.17 0.297
H 1.12 -2.08 -0.24 0.362
H 2.62 0.61 0.61 0.375
H -0.61 -0.33 -0.82 0.132
H 0.59 2.34 0.53 0.321
H -0.23 2.48 -1.33 0.348
```

total charge: 0
energy relative to the best compared isomer or geometry (same formula, charge and spin): 612.9 kJ/mol
2S+1: 1
HOMO energy: -0.3142 hartree
LUMO: -0.061 eV

---

ORCA calculation (ωB97M-V with the def2-TZVPD basis set) on a molecular structure, C5H10O2 in a non-equilibrium geometry.

Geometry as XYZ:
```
17
Properties=species:S:1:pos:R:3:mulliken_charge:R:1
C 2.14 1.07 -0.50 -0.743
O 0.74 1.00 -0.27 -0.355
C 0.27 -0.31 -0.42 0.016
C 0.44 -1.26 0.79 -0.530
O -0.96 -1.24 1.07 -0.442
C -1.20 -0.51 -0.14 0.249
C -2.19 0.61 0.09 -1.208
H 2.69 0.47 0.24 0.286
H 2.40 0.71 -1.51 0.314
H 2.44 2.11 -0.41 0.252
H 0.51 -0.71 -1.40 0.409
H 1.00 -0.84 1.63 0.329
H 0.77 -2.27 0.56 0.226
H -1.65 -1.22 -0.91 0.262
H -2.17 1.48 -0.60 0.273
H -3.01 -0.08 -0.07 0.370
H -2.26 0.96 1.12 0.293
```

total charge: 0
energy relative to the best compared isomer or geometry (same formula, charge and spin): 296.4 kJ/mol
2S+1: 1
HOMO energy: -0.3574 hartree
LUMO: 1.022 eV

---

ORCA calculation (ωB97M-V with the def2-TZVPD basis set) on C5H10O2 in the gas phase.

Geometry as XYZ:
```
17
Properties=species:S:1:pos:R:3:mulliken_charge:R:1
C 0.57 -0.39 1.88 -1.424
C -0.32 -0.42 0.67 0.986
O -0.30 -1.67 -0.03 -0.603
C -1.60 0.34 0.49 -0.499
C -0.35 0.81 -0.19 -0.970
C 1.12 0.91 -1.88 -0.533
O -0.20 0.28 -1.67 -0.214
H 0.19 -1.00 2.70 0.365
H 1.57 -0.74 1.61 0.316
H 0.65 0.65 2.20 0.316
H -1.05 -2.19 0.29 0.355
H -2.41 -0.17 -0.04 0.287
H -1.92 1.04 1.26 0.232
H 0.90 1.97 -1.94 0.282
H 1.77 0.75 -1.02 0.294
H 1.52 0.49 -2.80 0.341
H -0.18 -0.72 -1.61 0.471
```

total charge: 0
energy relative to the best compared isomer or geometry (same formula, charge and spin): 577.9 kJ/mol
2S+1: 1
HOMO energy: -0.2680 hartree
LUMO: 0.736 eV

---

ORCA calculation (ωB97M-V with the def2-TZVPD basis set) on C5H10O2 in the gas phase.

Geometry as XYZ:
```
17
Properties=species:S:1:pos:R:3:mulliken_charge:R:1
C 1.07 0.17 1.38 -0.512
O 0.84 0.94 -1.42 -0.804
C 0.15 -0.16 -1.44 0.296
C 0.82 -1.32 -0.63 -0.638
O 0.22 -0.77 0.65 -0.160
C -0.92 -0.20 -0.26 0.129
C -1.49 1.10 0.20 -1.482
H 1.07 -0.16 2.42 0.240
H 2.07 0.14 0.94 0.270
H 0.69 1.17 1.26 0.299
H -0.29 -0.52 -2.40 0.372
H 1.91 -1.30 -0.57 0.314
H 0.42 -2.33 -0.71 0.256
H -1.63 -1.03 -0.25 0.348
H -2.44 1.25 -0.33 0.403
H -1.70 1.13 1.27 0.341
H -0.79 1.89 -0.11 0.328
```

total charge: 0
energy relative to the best compared isomer or geometry (same formula, charge and spin): 495.8 kJ/mol
2S+1: 1
HOMO energy: -0.2775 hartree
LUMO: 0.698 eV

---

ORCA calculation (ωB97M-V with the def2-TZVPD basis set) on C5H10O2 in the gas phase.

Geometry as XYZ:
```
17
Properties=species:S:1:pos:R:3:mulliken_charge:R:1
O -1.90 1.66 -1.50 -0.516
C -0.55 1.29 -1.36 -0.742
C -0.38 0.00 -0.58 0.369
C 1.08 -0.41 -0.36 -0.674
C 0.99 -1.22 0.93 -0.554
C -0.18 -0.54 1.68 -0.472
O -0.91 0.21 0.72 -0.415
H -2.27 1.67 -0.61 0.340
H 0.03 2.08 -0.86 0.343
H -0.15 1.16 -2.37 0.308
H -0.95 -0.80 -1.08 0.208
H 1.69 0.49 -0.22 0.299
H 1.48 -0.97 -1.20 0.380
H 1.92 -1.21 1.51 0.325
H 0.74 -2.26 0.71 0.271
H 0.19 0.15 2.45 0.282
H -0.84 -1.28 2.16 0.250
```

total charge: 0
energy relative to the best compared isomer or geometry (same formula, charge and spin): 128.8 kJ/mol
2S+1: 1
HOMO energy: -0.3576 hartree
LUMO: 1.009 eV

---

ORCA calculation (ωB97M-V with the def2-TZVPD basis set) on a molecular structure, C5H10O2 in a non-equilibrium geometry.

Geometry as XYZ:
```
17
Properties=species:S:1:pos:R:3:mulliken_charge:R:1
C -2.10 -0.58 0.49 -1.386
C -1.14 0.17 -0.40 0.227
O -1.22 1.54 -0.05 -0.575
C 0.27 -0.39 -0.27 0.177
C 1.43 0.54 -0.56 -0.816
C 2.14 -0.29 0.49 -0.469
O 0.83 -0.54 1.07 -0.464
H -3.11 -0.16 0.39 0.372
H -2.13 -1.64 0.23 0.349
H -1.77 -0.48 1.53 0.349
H -1.45 0.05 -1.46 0.244
H -0.47 2.00 -0.47 0.332
H 0.34 -1.37 -0.78 0.378
H 1.82 0.77 -1.55 0.308
H 1.12 1.36 0.10 0.424
H 2.88 0.24 1.11 0.283
H 2.55 -1.24 0.13 0.266
```

total charge: 0
energy relative to the best compared isomer or geometry (same formula, charge and spin): 252.0 kJ/mol
2S+1: 1
HOMO energy: -0.3656 hartree
LUMO: 0.978 eV

---

ORCA calculation (ωB97M-V with the def2-TZVPD basis set) on C5H10O2 in the gas phase in a non-equilibrium geometry.

Geometry as XYZ:
```
17
Properties=species:S:1:pos:R:3:mulliken_charge:R:1
O 2.88 -0.04 0.53 -0.532
C 1.54 -0.59 0.30 -0.622
C 0.46 0.23 0.93 -0.332
C -0.46 1.15 0.31 -0.624
C -2.02 0.71 -0.04 -0.374
O -2.02 -0.61 -0.57 -0.320
C -0.92 -1.00 -1.21 -0.630
H 3.36 -0.88 0.43 0.339
H 1.78 -0.61 -0.71 0.474
H 1.38 -1.64 0.71 0.262
H 0.66 0.26 2.03 0.334
H -0.62 2.06 0.92 0.398
H 0.00 1.30 -0.69 0.293
H -2.32 1.48 -0.78 0.280
H -2.70 0.64 0.82 0.356
H -0.54 -0.44 -2.13 0.336
H -0.49 -2.03 -1.08 0.362
```

total charge: 0
energy relative to the best compared isomer or geometry (same formula, charge and spin): 650.8 kJ/mol
2S+1: 1
HOMO energy (alpha / beta): -0.2885 / -0.2773 hartree
LUMO (alpha / beta): 0.790 / 0.148 eV

---

ORCA calculation (ωB97M-V with the def2-TZVPD basis set) on C5H10O2 in the gas phase.

Geometry as XYZ:
```
17
Properties=species:S:1:pos:R:3:mulliken_charge:R:1
C -0.12 -2.21 0.10 -0.698
O -0.14 -1.02 0.86 -0.398
C -0.81 0.01 0.20 0.126
C -0.96 1.30 1.00 -0.529
O -0.37 2.08 -0.05 -0.450
C -0.02 0.89 -0.80 0.263
C 1.48 0.68 -0.84 -1.233
H -1.15 -2.56 -0.09 0.304
H 0.38 -2.06 -0.86 0.255
H 0.41 -2.96 0.68 0.255
H -1.76 -0.36 -0.21 0.368
H -0.35 1.31 1.92 0.246
H -1.98 1.62 1.24 0.263
H -0.44 0.94 -1.81 0.283
H 1.75 -0.22 -1.41 0.314
H 1.96 1.54 -1.31 0.359
H 1.87 0.57 0.18 0.273
```

total charge: 0
energy relative to the best compared isomer or geometry (same formula, charge and spin): 238.7 kJ/mol
2S+1: 1
HOMO energy: -0.3559 hartree
LUMO: 1.009 eV